[1]
DFT (ωB97M-V with the def2-TZVPD basis set) results for a structure of composition C10H13N2O5STi in a non-equilibrium geometry.

XYZ file:
```
32
Properties=species:S:1:pos:R:3:mulliken_spin:R:1
O 1.171 -0.049 -6.709 0.000
C 0.361 -0.068 -5.902 -0.003
Ti 0.611 -0.096 -2.671 0.979
O 3.244 -0.078 -4.757 0.034
C 2.258 -0.087 -4.151 -0.006
C -1.306 -0.127 -2.001 -0.044
O -2.342 -0.131 -1.431 0.075
C 0.364 -2.160 -3.158 -0.021
O 0.112 -3.281 -3.318 0.044
C 0.329 1.955 -3.158 -0.022
O 0.058 3.075 -3.307 0.046
H -0.837 -0.121 -3.608 -0.044
C -1.517 -2.095 2.702 0.000
C -0.158 -1.523 2.405 0.000
N -0.092 -1.029 1.014 0.001
C 0.724 -0.009 0.693 -0.011
S 1.841 -0.065 -0.621 -0.029
N 0.811 1.061 1.523 -0.002
C -0.376 1.662 2.156 0.000
C -0.034 2.270 3.506 0.000
H -2.301 -1.377 2.436 0.000
H -1.600 -2.328 3.767 0.000
H -1.667 -3.015 2.127 0.000
H 0.120 -0.704 3.064 0.000
H 0.618 -2.284 2.529 0.000
H -0.172 -1.756 0.303 0.005
H 1.507 1.748 1.245 0.000
H -0.776 2.429 1.488 -0.001
H -1.158 0.916 2.255 0.000
H 0.529 3.204 3.386 0.000
H -0.931 2.474 4.116 0.000
H 0.610 1.590 4.076 0.000
```

Computed properties:
electronic energy: -57730.68420 eV
largest force on an atom: 6.501 eV Å⁻¹
charge: +2
highest occupied orbital energy (spin up / spin down): -16.83 / -16.83 eV
2S+1: 2
HOMO-LUMO gap (spin up / spin down): 7.568 / 6.871 eV

***

[2]
DFT (ωB97M-V with the def2-TZVPD basis set) results for a cluster of 17 separate species, C68H136O17 in total in a non-equilibrium geometry.

XYZ file:
```
221
Properties=species:S:1:pos:R:3:lowdin_charge:R:1
C -21.504 4.739 1.544 -0.180
C -20.685 4.079 2.658 -0.151
C -21.216 4.941 3.753 -0.233
O -22.532 5.385 3.430 -0.152
C -22.835 5.316 1.998 -0.124
H -21.695 4.041 0.729 0.097
H -20.881 5.558 1.185 0.114
H -19.623 4.013 2.419 0.113
H -21.112 3.079 2.735 0.097
H -20.510 5.751 3.935 0.116
H -21.206 4.439 4.721 0.103
H -22.929 6.349 1.663 0.124
H -23.689 4.645 1.902 0.086
C -25.887 3.081 3.907 -0.156
C -24.542 2.440 3.709 -0.181
C -24.465 2.096 2.239 -0.217
O -25.591 2.652 1.629 -0.107
C -26.186 3.550 2.527 -0.235
H -25.825 3.789 4.734 0.126
H -26.568 2.249 4.087 0.119
H -24.433 1.593 4.386 0.109
H -23.823 3.192 4.033 0.096
H -24.437 1.020 2.063 0.121
H -23.504 2.461 1.875 0.095
H -27.256 3.589 2.320 0.122
H -25.831 4.546 2.265 0.111
C -16.197 8.535 0.124 -0.160
C -16.069 7.235 0.879 -0.167
C -17.300 7.026 1.750 -0.224
O -18.179 7.973 1.234 -0.155
C -17.419 9.076 0.783 -0.228
H -16.476 8.251 -0.891 0.117
H -15.327 9.188 0.193 0.119
H -15.366 7.243 1.712 0.110
H -15.923 6.406 0.185 0.114
H -17.287 7.223 2.822 0.118
H -17.778 6.053 1.630 0.111
H -17.203 9.601 1.713 0.121
H -18.024 9.724 0.149 0.125
C -15.366 -2.062 8.609 -0.184
C -15.549 -2.104 7.099 -0.166
C -16.410 -0.818 6.803 -0.162
O -16.422 -0.165 8.082 -0.169
C -15.310 -0.598 8.882 -0.191
H -14.489 -2.656 8.866 0.115
H -16.279 -2.503 9.007 0.120
H -16.035 -3.022 6.768 0.100
H -14.562 -2.012 6.646 0.099
H -17.327 -0.894 6.220 0.101
H -15.747 -0.299 6.110 0.096
H -15.470 -0.266 9.908 0.125
H -14.418 -0.109 8.492 0.116
C -8.909 -1.876 3.642 -0.149
C -9.750 -0.641 3.798 -0.206
C -11.054 -1.084 4.309 -0.264
O -11.217 -2.259 3.628 -0.162
C -9.959 -2.974 3.747 -0.153
H -8.126 -1.940 4.397 0.110
H -8.326 -1.867 2.720 0.113
H -9.776 0.001 2.918 0.117
H -9.255 0.009 4.519 0.101
H -11.925 -0.474 4.073 0.124
H -10.948 -1.293 5.373 0.127
H -10.052 -3.602 2.860 0.125
H -9.991 -3.569 4.660 0.117
C -22.285 -3.318 8.796 -0.178
C -23.458 -2.596 8.355 -0.217
C -23.572 -2.964 6.908 -0.206
O -23.447 -4.347 7.105 -0.143
C -22.657 -4.685 8.212 -0.198
H -22.191 -3.490 9.868 0.118
H -21.331 -2.883 8.500 0.113
H -23.284 -1.534 8.527 0.107
H -24.382 -2.786 8.899 0.130
H -22.862 -2.411 6.292 0.109
H -24.499 -2.747 6.378 0.126
H -21.809 -5.330 7.980 0.111
H -23.320 -5.260 8.859 0.119
C -18.446 0.615 2.913 -0.139
C -19.593 -0.324 2.532 -0.171
C -19.323 -1.559 3.395 -0.186
O -17.954 -1.521 3.784 -0.139
C -17.393 -0.483 3.008 -0.239
H -18.574 1.085 3.888 0.102
H -18.032 1.308 2.180 0.112
H -19.635 -0.509 1.458 0.107
H -20.572 0.099 2.755 0.095
H -19.573 -2.412 2.764 0.104
H -19.895 -1.449 4.316 0.114
H -17.103 -0.900 2.043 0.117
H -16.462 -0.003 3.308 0.113
C -24.322 -5.275 3.766 -0.126
C -23.270 -4.141 3.592 -0.149
C -22.812 -4.484 2.188 -0.246
O -24.028 -4.597 1.497 -0.135
C -24.928 -5.298 2.332 -0.205
H -25.141 -5.173 4.478 0.105
H -23.825 -6.238 3.882 0.106
H -22.564 -4.186 4.421 0.091
H -23.569 -3.094 3.553 0.117
H -22.252 -5.417 2.117 0.093
H -22.105 -3.732 1.837 0.120
H -24.974 -6.301 1.907 0.103
H -25.961 -4.953 2.290 0.113
C -13.658 -4.876 5.306 -0.159
C -13.537 -6.428 5.437 -0.144
C -13.076 -6.799 4.036 -0.214
O -13.674 -5.809 3.186 -0.141
C -13.952 -4.579 3.852 -0.195
H -12.694 -4.453 5.590 0.103
H -14.399 -4.573 6.046 0.086
H -14.462 -7.004 5.396 0.107
H -12.863 -6.633 6.269 0.111
H -13.319 -7.784 3.639 0.118
H -11.989 -6.736 3.990 0.107
H -14.928 -4.101 3.771 0.111
H -13.240 -3.813 3.547 0.097
C -20.653 -7.564 0.797 -0.180
C -22.042 -8.230 0.502 -0.133
C -21.820 -8.422 -0.992 -0.206
O -21.247 -7.165 -1.358 -0.150
C -20.703 -6.446 -0.191 -0.184
H -19.785 -8.141 0.477 0.121
H -20.514 -7.122 1.783 0.089
H -22.887 -7.582 0.736 0.107
H -22.093 -9.185 1.024 0.107
H -22.768 -8.475 -1.528 0.122
H -21.135 -9.259 -1.129 0.116
H -21.356 -5.678 0.223 0.094
H -19.750 -5.936 -0.332 0.104
C -20.287 2.002 6.554 -0.156
C -19.816 1.374 7.857 -0.174
C -20.472 0.056 7.923 -0.215
O -21.655 0.110 7.105 -0.132
C -21.291 1.011 6.038 -0.189
H -19.524 2.317 5.841 0.106
H -20.864 2.888 6.818 0.103
H -20.078 2.064 8.659 0.112
H -18.761 1.187 8.059 0.104
H -20.757 -0.259 8.927 0.127
H -19.741 -0.628 7.493 0.114
H -22.187 1.454 5.601 0.112
H -20.749 0.445 5.280 0.093
C -15.759 -4.510 -0.475 -0.155
C -17.122 -4.423 -1.117 -0.151
C -17.050 -3.066 -1.841 -0.182
O -15.689 -2.696 -1.855 -0.154
C -14.845 -3.680 -1.417 -0.226
H -15.450 -5.553 -0.415 0.108
H -15.603 -4.144 0.539 0.104
H -18.040 -4.552 -0.544 0.085
H -17.229 -5.148 -1.925 0.113
H -17.616 -2.231 -1.429 0.115
H -17.254 -3.204 -2.903 0.116
H -13.939 -3.304 -0.943 0.112
H -14.498 -4.306 -2.239 0.113
C -18.065 -6.347 3.128 -0.178
C -18.702 -6.791 4.410 -0.161
C -19.851 -5.763 4.705 -0.151
O -19.854 -4.892 3.523 -0.180
C -18.427 -4.883 3.070 -0.166
H -18.615 -6.839 2.326 0.080
H -17.030 -6.595 2.897 0.118
H -18.048 -6.748 5.281 0.101
H -19.027 -7.830 4.342 0.107
H -19.794 -5.210 5.643 0.111
H -20.787 -6.320 4.665 0.107
H -17.834 -4.257 3.737 0.107
H -18.308 -4.430 2.086 0.111
C -21.156 1.947 -2.068 -0.165
C -22.281 2.979 -2.420 -0.161
C -21.537 3.960 -3.273 -0.179
O -20.265 3.975 -2.574 -0.154
C -19.856 2.698 -2.104 -0.205
H -21.244 1.102 -2.750 0.089
H -21.350 1.441 -1.122 0.098
H -22.758 3.392 -1.531 0.100
H -23.109 2.482 -2.926 0.107
H -22.071 4.909 -3.227 0.119
H -21.407 3.694 -4.322 0.119
H -19.463 2.764 -1.090 0.109
H -19.063 2.287 -2.729 0.115
C -11.897 2.988 6.627 -0.228
C -10.675 2.507 6.011 -0.199
C -10.947 2.875 4.576 -0.205
O -12.383 2.743 4.358 -0.142
C -13.013 2.584 5.723 -0.136
H -11.893 4.075 6.703 0.124
H -12.183 2.764 7.654 0.121
H -10.428 1.446 6.042 0.102
H -9.787 2.987 6.422 0.123
H -10.332 2.168 4.019 0.092
H -10.482 3.831 4.335 0.117
H -13.289 1.534 5.817 0.111
H -13.795 3.340 5.803 0.121
C -22.822 -1.709 -2.544 -0.168
C -23.059 -3.032 -3.263 -0.151
C -21.830 -3.807 -2.751 -0.221
O -21.388 -3.274 -1.536 -0.146
C -22.331 -2.247 -1.233 -0.219
H -23.792 -1.214 -2.493 0.118
H -22.066 -1.107 -3.049 0.107
H -23.085 -2.880 -4.341 0.111
H -23.949 -3.556 -2.914 0.116
H -20.933 -3.677 -3.356 0.120
H -22.069 -4.852 -2.553 0.109
H -21.726 -1.502 -0.714 0.105
H -23.020 -2.603 -0.467 0.117
C -13.967 0.847 -1.051 -0.139
C -13.097 0.129 -0.046 -0.200
C -13.543 0.601 1.337 -0.140
O -14.978 0.827 1.096 -0.162
C -15.330 0.766 -0.261 -0.202
H -13.995 0.262 -1.970 0.107
H -13.599 1.844 -1.293 0.108
H -12.050 0.383 -0.208 0.112
H -13.246 -0.948 -0.122 0.103
H -13.033 1.546 1.522 0.115
H -13.257 -0.209 2.008 0.108
H -16.103 1.462 -0.588 0.111
H -15.787 -0.208 -0.434 0.097
```

Computed properties:
electronic energy: -107514.43395 eV
largest force on an atom: 4.668 eV Å⁻¹
relative energy (zero: lowest compared OMol25 entry of this formula, charge and spin): 5.010 eV
charge: 0
highest occupied orbital energy: -9.01 eV
HOMO-LUMO gap: 9.479 eV